Below is a 6-piece molecular cluster, C48H116F6N4O4P2 overall in a non-equilibrium geometry, with properties calculated with ωB97M-V with the def2-TZVPD basis set.

Geometry as XYZ:
```
180
Properties=species:S:1:pos:R:3:forces:R:3:mulliken_charge:R:1
P 0.21050 -0.67034 -0.52190 0.91 0.11 0.08 2.041
F -1.12096 -0.97412 -1.45358 1.01 0.02 0.64 -0.459
F 0.68954 0.54813 -1.44891 -0.45 -0.29 -0.05 -0.484
F -0.71633 0.37156 0.37858 0.34 -0.77 -0.35 -0.411
F 1.49440 -0.33652 0.49876 -0.54 -0.27 -0.68 -0.473
F -0.12637 -1.91457 0.46992 -0.70 0.19 -0.06 -0.446
F 1.12548 -1.72657 -1.42755 -0.83 0.98 0.65 -0.570
C 4.09287 -0.14426 -2.70694 -0.35 0.02 1.38 -0.948
C 4.80832 0.80860 -1.71202 1.40 -1.09 -0.95 -0.870
C 3.97870 1.91820 -1.19723 -1.57 0.98 -0.43 0.613
C 4.78561 3.01508 -0.49214 -1.47 -0.13 0.87 -1.043
P 3.84492 4.47598 0.16602 -1.52 0.09 -0.50 1.151
C 2.61635 4.84956 -1.04737 -2.25 1.30 -0.22 -1.135
C 1.83788 6.26940 -0.92200 0.96 -0.07 0.98 -0.819
C 0.77604 6.64409 -1.94893 2.50 0.37 -0.77 -0.798
C -0.07909 5.49025 -2.27145 -1.34 -0.90 -0.44 -0.971
C 2.86360 4.12850 1.76819 1.89 -0.72 -0.02 -1.084
C 2.24746 2.73323 1.89462 -1.83 -1.16 -1.19 -0.053
C 1.40901 2.26052 3.14441 1.45 0.52 -0.07 0.017
C 0.23479 3.22193 3.44172 1.12 -0.18 -0.03 -1.402
C 4.80396 5.98029 0.31068 1.48 0.65 0.07 -0.991
C 5.56948 6.55862 -0.96030 0.06 -1.42 -0.28 -0.541
C 6.61590 7.66077 -0.68629 -0.73 0.23 0.00 -0.705
C 5.84546 8.97193 -0.63241 0.92 0.28 0.82 -1.082
H 4.27200 0.11537 -3.75030 0.03 -0.14 0.16 0.430
H 3.02453 -0.15511 -2.49100 -0.19 0.20 -0.24 -0.037
H 4.39368 -1.16076 -2.45330 0.30 -0.07 -0.59 0.328
H 5.70592 1.13271 -2.23869 0.11 0.50 0.07 0.497
H 5.22202 0.26955 -0.85975 -0.12 -0.35 0.12 0.327
H 3.19221 1.44612 -0.60843 -0.12 0.35 0.37 -0.529
H 3.45984 2.38554 -2.03416 -0.15 -0.01 -0.19 0.291
H 5.43647 3.39319 -1.28050 0.77 0.15 0.75 0.443
H 5.15777 2.54472 0.41801 1.22 0.24 -0.23 0.420
H 1.88968 4.06269 -0.84521 -0.19 -0.23 -0.37 0.514
H 2.99884 4.68952 -2.05544 0.02 0.18 -0.08 0.703
H 2.59387 7.05329 -0.87619 0.09 0.06 -0.30 0.349
H 1.28401 6.45375 -0.00148 0.43 -1.03 0.80 0.306
H 1.35817 6.96488 -2.81284 -0.30 -0.08 -0.51 0.346
H 0.30384 7.56593 -1.60931 -0.42 -0.30 0.08 0.406
H 0.45688 4.54351 -2.33872 0.29 0.13 -0.11 0.239
H -0.57186 5.60269 -3.23718 -0.29 0.09 0.15 0.454
H -0.81818 5.32193 -1.48819 -0.33 0.05 0.01 0.186
H 2.18680 4.90205 2.13105 0.18 0.34 -0.68 0.575
H 3.76096 4.17681 2.38504 -0.11 0.02 0.92 0.455
H 2.90177 1.92766 1.56143 0.62 0.10 0.56 0.182
H 1.47204 2.57250 1.14563 -0.12 0.64 -0.73 -0.030
H 2.16967 2.15280 3.91764 -0.46 0.43 0.83 0.516
H 1.14052 1.22109 2.95578 -0.45 0.10 -0.38 -0.351
H -0.36397 3.35509 2.54068 -0.02 0.03 -0.08 0.251
H 0.71683 4.16703 3.69180 -0.39 0.26 0.02 0.445
H -0.43055 2.98088 4.27076 0.23 -0.34 0.00 0.492
H 5.54500 5.84672 1.09879 0.09 -0.04 0.18 0.604
H 4.09239 6.71193 0.69339 -0.07 0.11 0.05 0.598
H 4.83561 6.86693 -1.70493 -0.13 0.42 0.15 0.283
H 6.07958 5.75737 -1.49500 0.09 -0.47 0.30 0.333
H 7.40875 7.72300 -1.43169 -0.30 -0.41 -0.35 0.344
H 7.15273 7.46288 0.24148 -0.16 0.01 0.20 0.345
H 5.23245 8.89379 0.26549 -0.71 0.37 -0.32 0.258
H 5.32235 9.16644 -1.56869 -0.31 -0.09 0.27 0.303
H 6.49271 9.82823 -0.44288 0.11 -0.02 -0.10 0.385
C -5.66346 -4.02996 3.80265 2.11 0.18 0.50 -1.068
C -5.21771 -3.43587 2.45116 -1.17 1.05 0.86 -0.390
N -3.84189 -2.59558 2.36236 0.69 -0.57 -1.24 0.355
C -3.63538 -2.33808 0.85825 0.35 -0.21 0.24 -1.277
C -3.90008 -1.20298 3.13148 0.74 -1.78 0.72 -0.778
C -2.70592 -0.23036 2.92602 -0.90 -0.89 -1.19 -0.272
C -2.57820 -3.37227 2.88354 -0.60 -1.09 -1.41 -0.252
C -2.62130 -4.87837 2.49580 0.00 -1.00 1.07 -1.131
O -2.82371 -5.13001 1.13962 0.25 2.72 -1.04 -0.017
C -3.15328 -6.38437 0.70005 -0.99 -2.49 0.84 -1.040
H -5.02810 -4.89251 4.00368 -0.05 0.03 0.33 0.223
H -6.67664 -4.40049 3.95846 -0.17 0.44 -0.89 0.405
H -5.46985 -3.28547 4.57488 -0.14 -0.12 0.25 0.281
H -5.95454 -2.66156 2.23758 0.13 0.11 -0.43 0.507
H -5.32516 -4.21289 1.69432 0.96 0.36 -0.31 0.327
H -4.43943 -1.73199 0.44081 0.01 0.23 0.44 0.338
H -3.60314 -3.25738 0.27349 -0.14 -0.14 0.59 0.433
H -2.65121 -1.88705 0.73143 -0.19 0.31 0.02 0.455
H -3.88576 -1.67106 4.11576 -0.55 0.99 0.45 0.510
H -4.84179 -0.72341 2.86447 0.00 -0.23 0.19 0.339
H -2.74453 0.65694 3.55792 -0.41 -0.26 0.16 0.720
H -2.86384 0.08504 1.89466 0.64 0.40 -0.01 -0.481
H -1.71167 -0.67081 3.00073 -0.17 -0.17 0.05 0.190
H -2.42435 -3.22151 3.95204 -0.59 -0.24 0.04 0.546
H -1.65355 -3.02447 2.42295 -0.44 0.78 -0.41 0.020
H -3.31342 -5.45453 3.10988 -0.58 0.19 -0.07 0.379
H -1.68294 -5.34831 2.79028 0.57 0.38 0.18 0.582
H -3.50217 -6.48829 -0.32735 0.54 0.94 -0.23 0.293
H -4.01855 -6.76903 1.23989 -0.25 -0.06 0.44 0.408
H -2.38052 -7.13251 0.87676 0.39 0.08 -0.10 0.360
C 4.27282 -1.79292 5.54930 -0.66 -2.18 -1.28 -1.358
C 4.36059 -1.77213 3.97482 0.40 0.87 -0.28 -0.622
N 3.42797 -2.63857 3.06752 0.95 0.97 1.24 0.329
C 2.04778 -2.16244 3.41650 -0.92 -1.05 -0.88 -1.235
C 3.87017 -2.36582 1.52237 -1.48 -1.94 -0.91 -0.309
C 3.14288 -3.34374 0.45771 0.36 0.35 1.26 -0.795
C 3.46991 -4.08496 3.58018 0.57 -0.85 -0.38 -0.712
C 4.88510 -4.68639 3.58776 0.07 1.18 0.50 -0.873
O 5.38975 -4.47088 2.33558 0.67 -0.59 -2.21 -0.166
C 6.61734 -5.16934 2.10548 0.12 0.29 0.42 -0.884
H 4.44395 -2.82001 5.87161 0.35 -0.20 0.01 0.323
H 3.25749 -1.65903 5.92251 0.19 0.92 0.01 0.305
H 5.06197 -1.23906 6.05780 -0.35 0.51 -0.44 0.430
H 5.36768 -1.99543 3.62266 -0.01 -0.05 0.23 0.628
H 4.11101 -0.77798 3.60403 0.22 0.16 0.12 0.512
H 1.76907 -1.11551 3.29661 1.04 0.18 -0.02 0.058
H 1.86471 -2.51188 4.43261 -0.15 0.31 -0.15 0.643
H 1.36698 -2.67183 2.73451 -0.11 -0.23 0.09 0.484
H 4.94802 -2.46772 1.39599 -0.27 -0.12 0.71 0.431
H 3.57136 -1.36411 1.21355 -0.29 0.11 0.79 0.278
H 3.38141 -4.40717 0.47528 0.54 0.11 0.70 0.461
H 3.43945 -3.05312 -0.55010 -0.13 0.53 0.14 0.288
H 2.05712 -3.30701 0.54656 0.02 0.46 -0.14 -0.117
H 2.77447 -4.65593 2.96500 0.21 -0.01 -0.21 0.519
H 3.08690 -4.15029 4.59858 -0.07 0.54 -0.05 0.485
H 5.01600 -5.71221 3.93223 -0.88 -0.36 -0.11 0.550
H 5.53865 -4.13039 4.25995 -0.15 0.24 0.71 0.365
H 7.05083 -4.91508 1.13826 -0.42 0.10 0.01 0.283
H 6.45941 -6.24598 2.16885 0.04 -0.05 0.02 0.319
H 7.31555 -4.83814 2.87418 0.30 -0.25 0.07 0.349
C -6.67970 2.06457 -2.12483 2.07 0.02 -0.60 -1.362
C -5.80957 3.09410 -1.28327 -1.88 -0.56 -0.74 -0.478
N -5.02415 2.57635 -0.05778 -3.11 0.71 -1.95 0.593
C -6.10236 1.81161 0.72258 2.25 -0.10 0.58 -0.905
C -3.89660 1.66374 -0.50475 0.13 0.42 0.64 0.244
C -2.96144 2.09837 -1.67420 -0.23 0.95 1.21 -1.437
C -4.62878 3.87891 0.68086 2.67 -1.33 -1.06 -0.732
C -3.63344 3.63266 1.80913 -1.31 0.35 0.94 -0.602
O -4.34246 2.90155 2.80890 1.35 -0.88 -0.46 -0.122
C -5.00242 3.72147 3.72597 -0.23 0.70 0.54 -0.821
H -7.60322 1.64020 -1.73101 0.27 0.39 0.48 0.367
H -6.04230 1.26423 -2.50071 0.02 -0.44 0.29 0.318
H -6.91518 2.54622 -3.07385 -0.26 0.47 0.22 0.425
H -6.62082 3.74881 -0.96498 0.55 0.45 0.75 0.492
H -5.14738 3.69677 -1.90487 0.06 -0.36 0.00 0.603
H -6.44832 0.92145 0.19719 -0.38 0.70 -0.53 0.420
H -6.80812 2.59146 1.00866 -0.32 -0.70 0.11 0.321
H -5.53324 1.39766 1.55495 -0.49 0.38 0.50 0.218
H -4.33041 0.67660 -0.66429 -0.23 0.18 -0.36 0.359
H -3.41335 1.58050 0.46872 0.94 -0.31 -0.46 -0.307
H -2.16895 1.35241 -1.73414 -0.22 -0.07 -0.36 0.029
H -2.46484 3.04553 -1.46353 0.29 0.02 0.68 0.318
H -3.40239 2.39994 -2.62431 -0.50 -1.07 -0.07 0.460
H -5.49400 4.46885 0.98326 0.01 -0.36 -0.22 0.471
H -4.01147 4.35598 -0.08035 -0.52 0.69 -0.18 0.398
H -3.30041 4.60442 2.17365 -0.36 0.38 0.23 0.450
H -2.66182 3.19376 1.58234 -0.38 -0.73 -0.44 0.216
H -4.27672 4.25371 4.34094 -0.02 0.06 0.19 0.298
H -5.65006 3.11796 4.36192 0.11 -0.03 -0.13 0.285
H -5.60349 4.46592 3.20386 -0.26 0.13 0.08 0.312
C -1.56549 -5.95787 -6.72771 -0.13 0.14 0.29 -1.184
C -1.05478 -5.73310 -5.24161 -0.64 -0.90 -1.86 -0.410
N -1.23201 -4.28366 -4.75146 -0.35 0.49 0.94 0.650
C -2.67669 -3.82672 -4.96783 -0.60 -1.47 -0.12 -1.054
C -0.79270 -4.22844 -3.27268 -0.15 0.66 -0.15 0.204
C -1.82900 -4.78887 -2.33161 0.30 -0.30 0.57 -1.448
C -0.36575 -3.45445 -5.60468 2.02 -0.40 -2.11 -1.004
C -0.03422 -2.00262 -5.21152 -0.87 -1.36 1.62 -0.557
O -1.24835 -1.30864 -4.94829 0.52 -1.05 -0.47 -0.046
C -1.83858 -0.92342 -6.18382 0.08 2.14 0.16 -0.995
H -0.87978 -5.57994 -7.48605 0.00 0.55 0.26 0.378
H -2.57426 -5.58829 -6.91183 0.15 0.36 0.11 0.323
H -1.66210 -6.98093 -7.09119 0.26 -0.48 1.02 0.428
H -0.00648 -6.03100 -5.26266 0.17 0.67 0.38 0.385
H -1.51272 -6.43297 -4.54264 -0.42 0.42 0.01 0.385
H -2.81702 -3.54620 -6.01173 0.32 0.14 0.22 0.402
H -3.10553 -3.05962 -4.32304 0.93 -0.01 0.19 0.121
H -3.26074 -4.73892 -4.84595 -0.23 0.15 0.15 0.555
H -0.60760 -3.20543 -2.94515 -0.16 0.22 -0.62 -0.300
H 0.18144 -4.70612 -3.16790 -0.15 -0.38 -0.50 0.425
H -2.38948 -4.00027 -1.82956 -0.36 0.00 -0.47 0.212
H -1.28255 -5.24383 -1.50548 -0.11 -0.37 -0.05 0.561
H -2.46701 -5.53138 -2.81091 -0.09 0.04 0.33 0.394
H -0.71954 -3.63210 -6.62025 -0.48 0.72 0.04 0.578
H 0.53962 -4.05599 -5.68577 0.63 0.46 0.38 0.546
H 0.67663 -1.45139 -5.82711 -0.31 -0.31 -0.70 0.473
H 0.50899 -2.16535 -4.28064 -0.14 0.75 0.39 0.005
H -2.85923 -0.59614 -5.98575 -0.03 -0.29 -0.01 0.281
H -1.80349 -1.55595 -7.07082 0.10 -0.74 0.46 0.367
H -1.28130 -0.02494 -6.44889 -0.17 0.24 -0.53 0.359
```
Forces are in eV/Å.

Results
LUMO energy   -7.03 eV
Net charge   +4
Frontier orbital gap   0.371 Ha
HOMO   -17.12 eV